Record 1
The following is a DFT calculation (the ωB97M-V functional and the def2-TZVPD basis) of the ion C3H11N3 with charge +2 in a non-equilibrium geometry.

Computed properties:
F_max = 5.90 eV/Å
HOMO-LUMO gap (alpha / beta) = 10.07 / 6.07 eV
HOMO (alpha / beta) = -20.90 / -18.90 eV
Charge = +2
Calculated total energy = -7736.5635 eV
Energy relative to the best compared isomer or geometry (same formula, charge and spin) = 4.468 eV

Each line ends with the natural charge from an NBO analysis.
Atoms and positions in Å:
1 C -0.029 1.300 -2.154  -0.53
2 N -0.616 0.562 -1.167  -0.23
3 C -0.059 0.586 0.097  -0.13
4 N 0.074 -0.661 0.804  0.03
5 C 0.310 -0.586 2.150  -0.51
6 N -0.328 -1.760 0.281  -0.43
7 H -0.610 2.222 -2.402  0.34
8 H 1.018 1.848 -1.955  0.29
9 H 0.114 0.753 -3.146  0.32
10 H -1.326 -0.119 -1.349  0.45
11 H 0.899 1.149 0.091  0.30
12 H -0.751 1.068 0.846  0.33
13 H 0.188 -1.573 2.661  0.28
14 H 1.368 -0.368 2.394  0.30
15 H -0.122 0.084 2.762  0.28
16 H 0.000 -1.881 -0.791  0.44
17 H -0.129 -2.624 0.876  0.47

Record 2
The following is a DFT calculation (the ωB97M-V functional and the def2-TZVPD basis) of a cluster of 13 separate species, C5H37N2O13 in total in a non-equilibrium geometry.

Computed properties:
F_max = 1.69 eV/Å
HOMO-LUMO gap = 8.53 eV
HOMO = -5.90 eV
Charge = -1
Calculated total energy = -35384.7958 eV
Energy relative to the best compared isomer or geometry (same formula, charge and spin) = 3.260 eV

Each line ends with the natural charge from an NBO analysis.
Atoms and positions in Å:
1 C 0.199 -1.499 -1.077  -0.23
2 N 1.519 -1.024 -1.409  -0.69
3 C 1.552 -0.140 -2.609  0.10
4 O 1.041 1.126 -2.358  -0.95
5 C 0.019 -1.865 0.390  -0.05
6 C -1.372 -2.504 0.524  -0.64
7 N 0.242 -0.703 1.273  -0.71
8 C -0.474 -0.678 2.543  -0.41
9 H 0.014 -2.399 -1.672  0.17
10 H -0.657 -0.909 -1.444  0.19
11 H 1.935 -0.513 -0.640  0.34
12 H 2.579 -0.066 -2.978  0.13
13 H 0.828 -0.637 -3.274  0.14
14 H 0.777 -2.602 0.677  0.17
15 H -2.031 -2.191 -0.288  0.21
16 H -1.396 -3.595 0.553  0.22
17 H -1.875 -2.280 1.465  0.21
18 H 0.147 0.156 0.744  0.40
19 H 0.016 0.040 3.198  0.17
20 H -1.469 -0.217 2.517  0.19
21 H -0.415 -1.672 2.972  0.20
22 H -1.447 2.114 -3.149  0.47
23 H -0.039 1.564 -3.378  0.51
24 O -0.811 2.026 -3.867  -1.00
25 H 3.444 -0.846 2.510  0.47
26 H 2.311 -0.111 2.088  0.48
27 O 3.129 0.071 2.591  -0.97
28 H 0.561 2.418 -0.603  0.52
29 H 0.093 1.137 -1.136  0.51
30 O -0.171 1.818 -0.386  -1.08
31 H 2.063 -4.023 -0.782  0.47
32 H 1.186 -3.471 -1.897  0.47
33 O 1.693 -4.258 -1.641  -0.95
34 H -1.268 0.530 -4.251  0.49
35 H -2.058 -0.447 -5.071  0.45
36 O -1.801 -0.329 -4.146  -1.00
37 H -4.932 -0.497 2.336  0.46
38 H -2.427 3.104 0.692  0.47
39 O -2.229 2.308 1.204  -1.00
40 H 1.079 1.395 3.363  0.46
41 H 2.393 1.772 3.996  0.48
42 O 1.582 2.159 3.653  -0.94
43 H 2.902 2.380 -1.594  0.49
44 H 2.583 3.916 -1.696  0.47
45 O 2.683 3.171 -1.093  -0.96
46 H -4.063 -1.472 1.740  0.48
47 H -3.245 0.615 -0.240  0.49
48 O -4.676 -1.415 2.489  -0.94
49 H -0.838 3.413 1.853  0.47
50 H 0.598 3.707 2.002  0.48
51 O -0.255 4.137 2.153  -0.97
52 H -4.359 1.089 0.767  0.48
53 H -1.461 1.981 0.669  0.51
54 O -4.165 0.518 0.017  -0.97
55 H 4.315 -2.039 0.437  0.47
56 H 2.922 -1.810 0.426  0.48
57 O 3.532 -2.451 0.835  -0.95

Record 3
The following is a DFT calculation (the ωB97M-V functional and the def2-TZVPD basis) of a structure of composition C30H39ClN4O5PRe in a non-equilibrium geometry.

Computed properties:
F_max = 2.84 eV/Å
HOMO-LUMO gap (alpha / beta) = 7.00 / 6.74 eV
HOMO (alpha / beta) = -10.85 / -10.85 eV
Multiplicity = 4
Charge = +1
Calculated total energy = -71875.3433 eV
Energy relative to the best compared isomer or geometry (same formula, charge and spin) = 0.558 eV

Each line ends with the Löwdin charge.
Atoms and positions in Å:
1 Re -0.563 -0.082 -0.436  1.71
2 C 5.638 -1.378 -0.233  0.00
3 C 6.151 -0.107 -0.897  -0.17
4 C 7.431 0.046 -1.422  -0.05
5 C 7.871 1.168 -2.099  -0.66
6 Cl 9.502 1.271 -2.719  0.67
7 C 7.005 2.237 -2.313  -0.08
8 C 5.704 2.091 -1.823  -0.01
9 C 5.304 0.932 -1.183  -0.21
10 O 3.953 0.820 -0.782  -0.03
11 C 3.037 1.077 -1.761  -0.14
12 C 1.685 0.523 -1.330  -0.56
13 O 1.641 -0.228 -0.298  -0.05
14 O 0.610 0.868 -1.909  -0.14
15 H 6.419 -1.838 0.341  0.08
16 H 5.288 -2.086 -0.948  0.08
17 H 4.797 -1.207 0.456  0.09
18 H 8.243 -0.633 -1.249  0.11
19 H 7.356 3.150 -2.857  0.13
20 H 5.072 2.899 -1.939  0.09
21 H 3.158 0.652 -2.776  0.16
22 H 2.771 2.132 -2.001  0.15
23 C -0.666 0.700 4.307  -0.06
24 C 0.627 0.477 3.465  -0.32
25 C 0.818 1.611 2.419  -0.06
26 C 0.586 -1.023 3.094  -0.12
27 C 1.278 -1.964 3.823  -0.02
28 C 0.897 -3.316 3.742  -0.06
29 C -0.156 -3.752 3.004  -0.03
30 C -0.831 -2.892 2.131  -0.13
31 C -1.992 -3.379 1.290  -0.35
32 C -1.586 -3.690 -0.131  -0.07
33 C -3.286 -2.555 1.409  -0.06
34 C -0.411 -1.552 2.145  -0.18
35 N -1.031 -0.563 1.316  -0.10
36 H -0.842 1.774 4.501  0.08
37 H -0.628 0.105 5.256  0.10
38 H -1.574 0.385 3.771  0.05
39 H 1.521 0.585 4.098  0.13
40 H -0.036 1.909 1.801  0.03
41 H 1.645 1.447 1.744  0.07
42 H 0.997 2.469 3.048  0.08
43 H 2.092 -1.656 4.450  0.11
44 H 1.451 -4.061 4.280  0.11
45 H -0.470 -4.760 3.139  0.11
46 H -2.223 -4.403 1.640  0.14
47 H -1.009 -2.904 -0.639  0.04
48 H -2.399 -3.851 -0.845  0.09
49 H -1.018 -4.620 -0.125  0.09
50 H -3.113 -1.538 1.203  0.00
51 H -3.782 -2.645 2.412  0.11
52 H -4.055 -2.868 0.701  0.08
53 N -1.847 3.110 -2.619  0.14
54 C -3.092 2.935 -1.729  -0.15
55 P -2.408 2.937 -0.043  0.47
56 O -2.151 4.343 0.316  -0.28
57 O -1.212 1.912 -0.253  -0.50
58 C -3.634 2.093 0.938  -0.30
59 N -3.104 1.548 2.193  -0.01
60 H -1.862 2.566 -3.518  0.18
61 H -1.124 2.614 -2.042  0.09
62 H -1.374 4.047 -2.758  0.20
63 H -3.483 1.956 -2.001  0.08
64 H -3.825 3.681 -1.994  0.11
65 H -3.974 1.201 0.388  0.07
66 H -4.451 2.827 1.034  0.11
67 H -1.666 0.066 1.710  0.00
68 H -3.823 1.046 2.677  0.09
69 H -2.775 2.245 2.823  0.07
70 N -6.094 -0.123 -5.369  0.18
71 C -5.351 -0.491 -4.580  -0.16
72 C -4.228 -0.592 -3.665  -0.23
73 C -4.441 -0.586 -2.306  -0.06
74 C -3.423 -0.581 -1.389  -0.14
75 C -2.079 -0.527 -1.815  -0.30
76 C -1.850 -0.651 -3.197  -0.09
77 C -2.918 -0.694 -4.129  0.00
78 H -5.486 -0.609 -1.968  0.14
79 H -3.693 -0.647 -0.322  0.07
80 H -0.822 -0.656 -3.514  0.09
81 H -2.689 -0.745 -5.140  0.10

> Which value of energy relative to the best compared isomer or geometry (same formula, charge and spin) does entry 3 give?

0.558 eV

What did the first record say?
The following is a DFT calculation (the ωB97M-V functional and the def2-TZVPD basis) of the ion C3H11N3 with charge +2 in a non-equilibrium geometry.

Computed properties:
F_max = 5.90 eV/Å
HOMO-LUMO gap (alpha / beta) = 10.07 / 6.07 eV
HOMO (alpha / beta) = -20.90 / -18.90 eV
Charge = +2
Calculated total energy = -7736.5635 eV
Energy relative to the best compared isomer or geometry (same formula, charge and spin) = 4.468 eV

Each line ends with the natural charge from an NBO analysis.
Atoms and positions in Å:
1 C -0.029 1.300 -2.154  -0.53
2 N -0.616 0.562 -1.167  -0.23
3 C -0.059 0.586 0.097  -0.13
4 N 0.074 -0.661 0.804  0.03
5 C 0.310 -0.586 2.150  -0.51
6 N -0.328 -1.760 0.281  -0.43
7 H -0.610 2.222 -2.402  0.34
8 H 1.018 1.848 -1.955  0.29
9 H 0.114 0.753 -3.146  0.32
10 H -1.326 -0.119 -1.349  0.45
11 H 0.899 1.149 0.091  0.30
12 H -0.751 1.068 0.846  0.33
13 H 0.188 -1.573 2.661  0.28
14 H 1.368 -0.368 2.394  0.30
15 H -0.122 0.084 2.762  0.28
16 H 0.000 -1.881 -0.791  0.44
17 H -0.129 -2.624 0.876  0.47